[1]
Below is a molecular structure, C10H10F8HgOP2S, with properties calculated with ωB97M-V/def2-TZVPD.

Orbital gap: 2.97 eV
Charge: +2
HOMO energy: -15.3 eV
Multiplicity: 1
LUMO energy: -12.289 eV

The geometry in XYZ format:
```
33
C10H10F8HgOP2S ωB97M-V/def2-TZVPD
Hg -2.44 1.40 -5.40
S -2.07 3.11 -2.23
P -0.85 1.66 -2.70
P -0.73 0.07 -1.01
F -5.25 -0.50 -1.11
F -3.65 0.85 -0.24
F -4.46 -0.84 0.88
F -1.35 -0.95 1.48
F -0.59 -2.51 -0.03
F 2.04 2.25 3.53
F 3.22 2.88 1.76
F 4.19 1.76 3.47
O -3.14 -1.33 -0.81
C 0.95 -0.99 0.94
C 3.65 -0.58 2.05
C -2.26 -0.75 -1.76
C 2.70 0.51 2.06
C 3.08 1.89 2.69
C 1.37 0.31 1.51
C 1.91 -2.11 0.91
C -0.52 -1.20 0.39
C -4.11 -0.43 -0.37
C 3.25 -1.89 1.47
H 4.03 -2.69 1.52
H 0.61 1.13 1.51
H -2.82 0.04 -2.34
H -1.46 1.01 -3.95
H -0.73 1.16 -0.09
H 0.56 -0.29 -1.53
H 1.65 -3.11 0.51
H 0.45 2.13 -3.09
H -1.90 -1.49 -2.54
H 4.67 -0.47 2.49
```

=====

[2]
Below is a single C10H10FN molecule, with properties calculated with ωB97M-V/def2-TZVPD.

Orbital gap: 7.92 eV
Charge: 0
HOMO energy: -8.4 eV
Structure (SMILES): CCC1=CC(C#N)=CC=C(F)C1
Multiplicity: 1
LUMO energy: -0.453 eV

The geometry in XYZ format:
```
22
C10H10FN ωB97M-V/def2-TZVPD
F -1.78 -3.18 0.10
N 2.21 1.25 -3.43
C 0.10 0.25 0.67
C 0.56 -1.31 -2.14
C 1.06 -0.17 -1.69
C 0.94 0.56 -0.42
C 0.22 1.07 1.95
C 1.80 0.54 -2.64
C -0.67 2.36 1.75
C -0.98 -2.27 -0.40
C -0.82 -1.03 0.74
C -0.28 -2.31 -1.53
H -1.77 2.23 1.90
H -0.46 3.12 2.57
H -0.42 -3.35 -2.14
H 1.27 1.17 2.19
H -0.32 0.58 2.77
H -0.56 2.81 0.78
H -0.79 -1.57 1.66
H 1.06 -1.70 -3.03
H 1.52 1.50 -0.34
H -1.90 -0.55 0.69
```

=====

[3]
Below is 2 unconnected molecules or ions with the total composition C10H10FNO2, with properties calculated with ωB97M-V/def2-TZVPD.

Orbital gap: 6.62 eV
Charge: 0
HOMO energy: -6.2 eV
Multiplicity: 1
LUMO energy: 0.371 eV

The geometry in XYZ format:
```
24
C10H10FNO2 ωB97M-V/def2-TZVPD
F 1.38 -0.40 -2.15
O 1.16 -2.50 -0.01
O 1.57 -3.97 -1.69
N 1.93 0.63 -0.22
C 0.84 0.50 -1.26
C 1.32 -3.20 -0.90
C -1.89 0.47 1.17
C -2.47 -1.11 -0.56
C 0.28 1.74 1.18
C 1.67 1.88 0.51
C -0.42 0.13 -0.66
C -0.66 0.74 0.57
C -2.74 -0.45 0.68
C -1.36 -0.75 -1.25
H -3.03 -2.06 -0.80
H 1.90 -0.17 0.32
H 2.38 2.00 1.43
H 0.47 1.33 2.20
H -1.03 -1.24 -2.13
H 2.79 0.93 -0.76
H -0.20 2.75 1.12
H -3.73 -0.81 1.28
H -2.11 0.81 2.15
H 1.95 2.75 -0.21
```

=====

[4]
Below is a gas-phase ion, C10H10N (charge +1), with properties calculated with ωB97M-V/def2-TZVPD.

Orbital gap (spin up / spin down): 6.16 / 6.17 eV
Charge: +1
HOMO energy (spin up / spin down): -13.3 / -13.3 eV
Structure (SMILES): CC1=c2c(C)cccc2=[N+]=C1
Multiplicity: 1
LUMO energy (spin up / spin down): -7.174 / -7.177 eV

The geometry in XYZ format:
```
21
C10H10N ωB97M-V/def2-TZVPD
N -1.03 -1.65 -1.76
C -0.10 -1.49 -0.77
C 0.62 -2.47 -0.11
C -0.89 0.57 -1.15
C 0.33 1.37 1.91
C -0.02 -0.10 -0.21
C 1.44 -0.84 1.51
C -1.30 -0.43 -2.15
C -1.08 1.97 -1.37
C 1.45 -2.12 0.97
C 0.53 0.13 1.08
H -2.04 2.45 -1.06
H 0.51 2.18 1.15
H -0.38 2.60 -0.77
H -0.77 1.58 2.24
H 2.16 -2.91 1.41
H 0.99 1.37 2.66
H -1.99 -0.26 -2.96
H 0.61 -3.46 -0.60
H -0.97 2.15 -2.46
H 1.97 -0.63 2.44
```

=====

[5]
Below is a molecular structure, C10H10N2, with properties calculated with ωB97M-V/def2-TZVPD.

Orbital gap: 8.34 eV
Charge: 0
HOMO energy: -8.4 eV
Multiplicity: 1
LUMO energy: -0.020 eV

The geometry in XYZ format:
```
22
C10H10N2 ωB97M-V/def2-TZVPD
N 3.17 -1.80 -0.29
N -0.81 2.17 -0.38
C 0.81 -0.37 0.37
C -2.54 0.16 0.18
C 2.05 0.22 0.25
C -2.94 1.47 0.29
C 3.14 -0.55 -0.03
C -2.07 2.48 -0.10
C 1.88 -2.34 -0.43
C 0.76 -1.75 0.01
C -1.29 -0.14 -0.28
C -0.41 0.91 -0.52
H -0.88 -1.15 -0.39
H -3.29 -0.66 0.58
H 2.18 1.21 0.60
H -0.08 0.07 1.01
H 2.02 -3.31 -0.83
H 0.57 0.63 -0.79
H -0.06 -2.33 -0.06
H -2.34 3.53 0.07
H -3.99 1.65 0.73
H 4.13 -0.12 0.02
```

=====

[6]
Below is 2 unconnected molecules or ions with the total composition C10H10N2, with properties calculated with ωB97M-V/def2-TZVPD.

Orbital gap: 10.05 eV
Charge: 0
HOMO energy: -9.4 eV
Structure (SMILES): c1ccncc1.c1ccncc1
Multiplicity: 1
LUMO energy: 0.660 eV

The geometry in XYZ format:
```
22
C10H10N2 ωB97M-V/def2-TZVPD
N 2.47 3.11 -2.44
N -2.22 -0.17 1.95
C 0.54 1.95 -1.22
C 2.96 1.85 -2.62
C 2.37 0.70 -2.02
C 1.17 3.08 -1.81
C 1.14 0.72 -1.25
C -2.78 -1.03 1.02
C -1.16 -0.68 2.60
C -2.32 -2.38 0.93
C -1.33 -2.92 1.73
C -0.84 -2.07 2.59
H -3.70 -0.61 0.44
H -0.69 0.13 3.23
H -0.12 2.06 -0.49
H 2.77 -0.31 -2.18
H 0.74 4.14 -1.72
H -2.69 -2.88 0.03
H 0.80 -0.02 -0.50
H -1.10 -4.06 1.41
H 4.04 1.79 -3.01
H -0.07 -2.42 3.35
```

=====

Number 1: calculated total energy -67883.449 eV. Number 2: calculated total energy -14736.299 eV. Number 3: calculated total energy -18831.906 eV. Number 4: calculated total energy -12012.464 eV. Number 5: calculated total energy -13505.890 eV. Number 6: calculated total energy -13509.333 eV.